# 1
The following is a DFT calculation (the ωB97M-V functional and the def2-TZVPD basis) of an isolated molecule of C3H6O.

```
10
Properties=species:S:1:pos:R:3
C 0.022 1.000 -0.187
C 0.727 -0.353 -0.101
O -0.194 -1.472 -0.317
C -1.327 -1.561 0.310
H 0.531 1.668 -0.885
H -0.045 1.500 0.782
H 1.486 -0.477 -0.876
H 1.201 -0.523 0.870
H -0.998 0.860 -0.557
H -1.402 -0.641 0.963
```

Values from the calculation:
- Energy relative to the best compared isomer or geometry (same formula, charge and spin): 332.58 kJ/mol
- Gap between HOMO and LUMO: 9.3 eV
- E_LUMO: 0.7519 eV

# 2
The following is a DFT calculation (the ωB97M-V functional and the def2-TZVPD basis) of a cluster of 3 separate species, C30H64N9O7 in total in a non-equilibrium geometry.

```
110
Properties=species:S:1:pos:R:3
N 1.210 -4.153 3.211
C 0.454 -3.223 2.289
C 0.044 -3.928 0.829
O -1.429 -3.735 0.718
C 0.914 -3.133 -0.308
N 0.884 -3.730 -1.691
C -0.446 -4.043 -2.329
N -1.581 -3.310 -2.560
C -1.659 -1.869 -2.111
O -0.517 -1.133 -2.676
O -0.321 -0.092 -1.909
N -0.264 -5.470 -2.787
C -1.379 -6.457 -2.566
C -1.048 -7.688 -1.538
N -2.413 -8.159 -0.993
N -0.230 -7.315 -0.322
N -0.423 -8.911 -2.178
C 1.148 -5.978 -2.940
C 1.909 -4.780 -2.053
C 2.732 -5.585 -0.890
C 4.302 -5.022 -0.768
O 5.189 -6.081 -1.356
C 6.455 -5.332 -1.609
O 7.473 -5.322 -0.715
H 1.360 -3.681 4.139
H 0.631 -5.010 3.349
H 1.151 -2.291 2.084
H -0.518 -2.798 2.820
H 0.296 -5.064 0.952
H -1.769 -4.517 0.155
H 0.524 -2.006 -0.342
H 2.041 -3.056 0.066
H -2.386 -3.765 -3.064
H -2.686 -1.406 -2.479
H -1.645 -1.725 -0.934
H -0.581 0.706 -2.475
H -2.311 -5.851 -2.176
H -1.653 -6.915 -3.628
H -2.921 -7.353 -0.551
H -2.916 -8.489 -1.869
H -0.772 -7.461 0.576
H 0.695 -7.798 -0.289
H 0.016 -9.523 -1.437
H -1.092 -9.447 -2.773
H 1.416 -5.611 -4.042
H 1.415 -7.092 -2.703
H 2.641 -4.260 -2.838
H 2.290 -5.505 0.190
H 2.856 -6.753 -1.103
H 4.550 -4.906 0.373
H 4.332 -4.027 -1.383
H 6.607 -4.673 -2.567
C -2.382 2.746 0.627
C -1.671 1.749 1.588
C -2.210 0.313 1.339
C -3.622 0.096 1.882
C -3.715 0.498 3.349
C -3.192 1.931 3.630
N -1.847 2.192 3.014
O -0.890 1.518 3.791
C -4.219 2.974 3.113
C -3.196 2.164 5.178
C -0.176 1.805 1.132
H -1.865 2.825 -0.336
H -3.404 2.447 0.381
H -2.406 3.758 1.044
H -1.544 -0.421 1.804
H -2.204 0.088 0.264
H -4.352 0.658 1.289
H -3.895 -0.959 1.775
H -4.759 0.405 3.679
H -3.146 -0.230 3.944
H -3.833 3.993 3.219
H -5.155 2.922 3.685
H -4.508 2.826 2.074
H -2.603 1.417 5.719
H -4.214 2.095 5.584
H -2.809 3.159 5.430
H 0.240 2.810 1.271
H -0.081 1.553 0.068
H 0.462 1.092 1.666
C 3.599 6.689 -0.367
C 2.423 6.307 -1.313
C 2.254 7.404 -2.401
C 1.630 8.693 -1.866
C 0.328 8.409 -1.128
C 0.465 7.324 -0.029
N 1.168 6.088 -0.514
O 0.265 5.380 -1.325
C 1.217 7.910 1.196
C -0.959 7.015 0.542
C 2.921 4.995 -2.004
H 4.562 6.325 -0.744
H 3.724 7.770 -0.255
H 3.475 6.248 0.627
H 1.625 7.028 -3.215
H 3.226 7.640 -2.854
H 2.333 9.214 -1.205
H 1.436 9.377 -2.699
H -0.046 9.346 -0.690
H -0.426 8.101 -1.865
H 1.406 7.139 1.949
H 0.626 8.698 1.681
H 2.167 8.379 0.943
H -1.666 6.699 -0.234
H -1.398 7.907 1.008
H -0.918 6.232 1.309
H 3.075 4.198 -1.267
H 3.878 5.160 -2.515
H 2.231 4.626 -2.771
```

Values from the calculation:
- Net charge: +1
- Multiplicity: 3
- Gap between HOMO and LUMO (spin up / spin down): 7.3 / 7.9 eV
- E_LUMO (spin up / spin down): -3.1779 / -3.1780 eV
- ⟨S²⟩: 2.01

# 3
The following is a DFT calculation (the ωB97M-V functional and the def2-TZVPD basis) of a cluster of 10 separate species, C28H76O10 in total.

```
114
Properties=species:S:1:pos:R:3
C -21.970 0.728 -7.647
C -20.608 0.857 -8.287
C -19.567 -0.069 -7.658
O -20.677 0.593 -9.704
H -21.889 0.941 -6.580
H -22.338 -0.298 -7.738
H -22.692 1.422 -8.076
H -20.237 1.879 -8.181
H -18.603 0.053 -8.141
H -19.913 -1.103 -7.744
H -19.468 0.132 -6.589
H -21.336 -0.102 -9.816
C -11.593 -3.761 -7.340
C -12.991 -3.541 -6.763
C -14.023 -3.097 -7.791
O -13.425 -4.737 -6.113
H -11.181 -2.877 -7.827
H -11.538 -4.616 -8.020
H -10.917 -3.989 -6.512
H -12.924 -2.744 -6.020
H -14.138 -3.830 -8.596
H -13.728 -2.156 -8.260
H -14.982 -2.946 -7.300
H -13.330 -5.441 -6.763
C -12.685 3.059 -10.527
C -12.250 4.158 -9.578
C -12.122 5.493 -10.293
O -13.159 4.256 -8.480
H -12.905 2.141 -9.983
H -11.911 2.921 -11.286
H -13.597 3.352 -11.052
H -11.288 3.921 -9.117
H -11.473 5.411 -11.168
H -11.708 6.272 -9.650
H -13.100 5.869 -10.609
H -14.036 4.449 -8.832
C -10.541 1.316 -8.723
C -10.869 -0.159 -8.543
C -11.685 -0.700 -9.700
O -9.662 -0.905 -8.343
H -11.462 1.868 -8.928
H -9.926 1.411 -9.621
H -10.045 1.726 -7.848
H -11.414 -0.315 -7.608
H -11.232 -0.460 -10.669
H -12.685 -0.260 -9.704
H -11.806 -1.783 -9.666
H -9.322 -1.232 -9.180
C -14.232 1.297 -7.527
C -15.429 0.856 -6.702
C -16.505 1.928 -6.578
O -15.971 -0.328 -7.282
H -14.549 1.550 -8.541
H -13.578 0.421 -7.571
H -13.622 2.110 -7.131
H -15.098 0.569 -5.701
H -17.266 1.655 -5.844
H -17.025 2.064 -7.530
H -16.065 2.875 -6.257
H -16.264 -0.098 -8.173
C -18.297 3.646 -11.449
C -16.903 3.260 -11.910
C -16.258 4.333 -12.762
O -16.027 2.997 -10.822
H -18.983 3.596 -12.297
H -18.311 4.638 -10.997
H -18.674 2.925 -10.719
H -16.962 2.343 -12.518
H -15.207 4.117 -12.950
H -16.324 5.308 -12.270
H -16.771 4.429 -13.721
H -16.257 2.157 -10.404
C -19.689 0.661 -13.418
C -19.083 -0.590 -12.807
C -17.922 -1.117 -13.629
O -18.647 -0.349 -11.471
H -18.926 1.440 -13.502
H -20.486 1.044 -12.779
H -20.083 0.470 -14.416
H -19.843 -1.385 -12.774
H -17.122 -0.368 -13.622
H -18.224 -1.233 -14.670
H -17.537 -2.065 -13.261
H -19.422 -0.090 -10.947
C -13.307 3.315 -15.445
C -12.648 2.663 -14.240
C -13.304 1.365 -13.839
O -11.284 2.324 -14.574
H -12.739 4.212 -15.715
H -14.317 3.673 -15.234
H -13.325 2.637 -16.297
H -12.618 3.362 -13.401
H -14.339 1.551 -13.537
H -12.776 0.874 -13.023
H -13.358 0.684 -14.690
H -10.862 3.122 -14.906
C -15.245 -1.519 -11.242
C -15.401 -0.016 -11.086
O -16.318 0.292 -10.037
H -14.746 -1.943 -10.367
H -14.649 -1.759 -12.126
H -16.203 -2.034 -11.331
H -15.662 0.453 -12.037
H -14.433 0.395 -10.793
H -17.178 -0.057 -10.331
C -12.598 -3.682 -13.673
C -11.768 -2.482 -13.283
O -11.796 -1.542 -14.360
H -12.271 -4.586 -13.155
H -12.510 -3.914 -14.735
H -13.657 -3.535 -13.456
H -10.737 -2.788 -13.080
H -12.159 -2.001 -12.380
H -11.137 -0.862 -14.189
```

Values from the calculation:
- Energy relative to the best compared isomer or geometry (same formula, charge and spin): 0.00 kJ/mol
- SMILES: CC(C)O.CC(C)O.CC(C)O.CC(C)O.CC(C)O.CC(C)O.CC(C)O.CC(C)O.CCO.CCO
- Gap between HOMO and LUMO: 10.1 eV
- E_LUMO: 0.4840 eV

# 4
The following is a DFT calculation (the ωB97M-V functional and the def2-TZVPD basis) of a cluster of 2 separate species, C8H14N2O2 in total in a non-equilibrium geometry.

```
26
Properties=species:S:1:pos:R:3
C 1.677 -0.947 2.453
C 0.841 -1.512 1.330
O -0.288 -1.137 1.078
N 1.456 -2.478 0.544
C 0.654 -3.376 -0.257
O 2.548 -3.118 1.137
H 1.130 -0.103 2.877
H 2.651 -0.617 2.087
H 1.845 -1.707 3.223
H 1.235 -3.712 -1.127
H 0.353 -4.258 0.329
H -0.229 -2.826 -0.586
H 3.287 -2.858 0.588
C -1.322 4.326 -1.758
C -1.701 3.114 -1.367
C -2.785 2.322 -2.046
C -1.056 2.457 -0.162
C -0.461 1.149 -0.493
N -0.007 0.126 -0.784
H -1.789 4.819 -2.609
H -0.529 4.874 -1.252
H -3.208 2.872 -2.897
H -3.593 2.092 -1.347
H -2.397 1.360 -2.411
H -0.265 3.096 0.262
H -1.799 2.277 0.627
```

Values from the calculation:
- Energy relative to the best compared isomer or geometry (same formula, charge and spin): 205.53 kJ/mol
- SMILES: CC(=O)N(C)O.C=C(C)CC#N
- Gap between HOMO and LUMO: 9.9 eV
- E_LUMO: 0.8400 eV

# 5
The following is a DFT calculation (the ωB97M-V functional and the def2-TZVPD basis) of an isolated molecule of C4H6O2.

```
12
Properties=species:S:1:pos:R:3
O 2.489 -0.876 0.262
C 1.309 -0.784 0.496
C 0.304 -0.154 -0.426
C -1.172 -0.510 -0.188
O -1.496 0.828 0.211
C -0.150 1.261 -0.003
H 0.892 -1.155 1.458
H 0.670 -0.215 -1.453
H -1.735 -0.828 -1.074
H -1.352 -1.231 0.622
H 0.309 1.670 0.907
H -0.068 1.995 -0.812
```

Values from the calculation:
- Energy relative to the best compared isomer or geometry (same formula, charge and spin): 191.76 kJ/mol
- SMILES: O=CC1COC1
- Gap between HOMO and LUMO: 10.8 eV
- E_LUMO: 0.8101 eV

# 6
The following is a DFT calculation (the ωB97M-V functional and the def2-TZVPD basis) of a structure of composition C37H33InO2P2 in a non-equilibrium geometry.

```
75
Properties=species:S:1:pos:R:3
C 0.486 -1.599 -4.325
C -0.519 -2.104 -3.481
C -1.852 -2.082 -3.935
C -2.169 -1.582 -5.186
C -1.161 -1.112 -6.030
C 0.166 -1.122 -5.595
P -0.176 -2.463 -1.727
C -1.429 -3.589 -1.085
C -2.520 -3.112 -0.331
C -3.540 -3.991 0.027
C -3.461 -5.342 -0.331
C -2.345 -5.825 -1.031
C -1.314 -4.955 -1.390
In 0.092 -0.142 -0.617
P 0.171 2.378 -1.670
C -1.212 2.280 -2.871
C -1.079 2.563 -4.242
C -2.154 2.358 -5.106
C -3.346 1.796 -4.640
C -3.480 1.462 -3.292
C -2.433 1.737 -2.417
C -0.178 3.750 -0.519
C 0.682 3.944 0.578
C 0.436 4.944 1.512
C -0.655 5.802 1.384
C -1.495 5.638 0.283
C -1.265 4.630 -0.658
C 1.775 2.757 -2.455
C 2.883 1.906 -2.286
C 4.017 2.035 -3.080
C 4.129 3.133 -3.926
C 3.094 4.067 -4.009
C 1.922 3.879 -3.287
C 1.450 -3.282 -1.651
C 1.919 -4.027 -2.747
C 3.192 -4.600 -2.709
C 4.001 -4.447 -1.576
C 3.541 -3.703 -0.487
C 2.269 -3.130 -0.512
H 1.544 3.297 0.727
H 1.105 5.066 2.359
H -0.833 6.590 2.119
H -2.348 6.299 0.165
H -1.932 4.519 -1.511
H -0.131 2.947 -4.613
H -2.064 2.623 -6.163
H -4.169 1.624 -5.335
H -4.399 0.997 -2.924
H -2.539 1.478 -1.363
H 2.821 1.089 -1.578
H 4.810 1.278 -3.053
H 5.033 3.259 -4.522
H 3.194 4.938 -4.655
H 1.108 4.592 -3.359
H 1.276 -4.163 -3.618
H 3.549 -5.178 -3.564
H 4.988 -4.915 -1.533
H 4.166 -3.580 0.399
H 1.910 -2.551 0.346
H -2.533 -2.070 -0.002
H -4.397 -3.610 0.585
H -4.275 -6.017 -0.055
H -2.271 -6.881 -1.296
H -0.428 -5.310 -1.923
H -2.652 -2.431 -3.288
H -3.222 -1.556 -5.486
H -1.433 -0.714 -7.012
H 0.969 -0.759 -6.235
H 1.528 -1.560 -3.984
H 0.711 0.092 -2.264
H 1.466 -0.402 -1.688
O -1.448 -1.259 1.937
C -1.292 -0.032 1.903
O -1.281 0.704 0.805
H -1.139 0.648 2.793
```

Values from the calculation:
- Energy relative to the best compared isomer or geometry (same formula, charge and spin): 225.79 kJ/mol
- Net charge: +2
- Gap between HOMO and LUMO: 5.4 eV
- E_LUMO: -8.6356 eV

# 7
The following is a DFT calculation (the ωB97M-V functional and the def2-TZVPD basis) of a structure of composition C58H40Br12F4O18 in a non-equilibrium geometry.

```
132
Properties=species:S:1:pos:R:3
C -31.933 -23.996 31.687
C -32.230 -25.406 32.282
O -31.253 -25.449 33.258
C -30.643 -24.328 33.502
O -30.014 -24.122 34.560
O -31.050 -23.369 32.620
F -32.024 -26.314 31.337
H -32.874 -23.508 31.435
H -31.420 -24.129 30.734
H -33.123 -25.731 32.816
C -23.785 -25.355 23.349
C -24.937 -24.423 23.713
O -25.241 -24.809 25.028
C -24.901 -26.071 25.219
O -25.369 -26.738 26.131
O -24.054 -26.477 24.234
F -25.916 -24.721 22.790
H -22.947 -24.768 23.725
H -23.883 -25.580 22.287
H -24.707 -23.359 23.651
C -32.463 -16.613 30.903
C -32.030 -16.523 29.426
O -32.415 -17.823 29.018
C -32.372 -18.721 29.969
O -32.298 -19.978 29.839
O -32.354 -18.048 31.109
F -30.742 -16.303 29.207
H -33.472 -16.244 31.088
H -31.800 -16.035 31.547
H -32.462 -15.669 28.905
C -39.874 -22.283 27.049
C -38.559 -22.050 26.359
O -37.783 -21.368 27.385
C -38.661 -20.837 28.321
O -38.378 -19.967 29.155
O -39.837 -21.277 28.044
F -38.791 -21.283 25.275
H -39.912 -23.296 27.449
H -40.780 -21.969 26.531
H -38.053 -22.955 26.023
C -28.687 -24.822 25.284
C -29.130 -24.664 23.968
C -30.351 -23.949 23.768
C -31.203 -23.593 24.777
C -30.917 -24.012 26.093
C -29.684 -24.712 26.305
C -31.874 -23.771 27.255
O -31.795 -24.298 28.328
C -32.928 -22.711 26.999
C -33.609 -22.145 28.084
C -34.592 -21.141 27.874
C -34.806 -20.682 26.583
C -33.989 -21.153 25.492
C -33.116 -22.208 25.713
C -32.462 -22.836 24.537
O -32.895 -22.610 23.369
H -27.795 -25.377 25.534
H -28.480 -24.965 23.160
H -30.503 -23.782 22.712
H -29.451 -25.307 27.176
H -33.405 -22.395 29.114
H -35.217 -20.836 28.701
H -35.504 -19.903 26.314
H -34.059 -20.664 24.531
C -30.949 -21.260 20.845
C -30.607 -20.272 21.755
C -30.051 -19.104 21.205
C -29.680 -18.958 19.882
C -29.999 -19.992 18.973
C -30.659 -21.123 19.499
C -29.824 -19.903 17.417
O -30.034 -20.860 16.745
C -29.380 -18.578 16.876
C -29.392 -18.299 15.518
C -29.023 -17.022 15.038
C -28.620 -15.997 15.906
C -28.495 -16.336 17.219
C -29.014 -17.547 17.763
C -29.051 -17.685 19.273
O -28.782 -16.727 20.010
H -31.266 -22.245 21.155
H -30.788 -20.375 22.815
H -29.750 -18.320 21.884
H -30.921 -21.929 18.830
H -29.588 -19.124 14.850
H -29.051 -16.838 13.974
H -28.454 -14.975 15.599
H -28.169 -15.566 17.903
C -26.267 -15.715 22.041
C -27.045 -14.682 22.526
C -27.932 -14.922 23.572
C -28.063 -16.175 24.150
C -27.311 -17.295 23.605
C -26.404 -17.038 22.569
C -27.518 -18.730 24.145
O -26.973 -19.673 23.675
C -28.658 -18.871 25.146
C -29.059 -20.176 25.541
C -30.064 -20.350 26.446
C -30.796 -19.273 26.894
C -30.449 -18.023 26.492
C -29.393 -17.769 25.643
C -29.178 -16.389 25.152
O -29.996 -15.488 25.376
H -25.604 -15.613 21.195
H -26.939 -13.673 22.155
H -28.523 -14.093 23.934
H -25.772 -17.825 22.182
H -28.540 -20.997 25.068
H -30.300 -21.337 26.817
H -31.589 -19.411 27.615
H -31.094 -17.208 26.785
C -33.203 -16.992 22.485
Br -32.657 -18.513 23.680
Br -31.745 -15.803 22.073
Br -34.849 -16.178 23.162
H -33.423 -17.364 21.484
C -36.988 -19.050 22.872
Br -38.663 -18.879 21.931
Br -36.345 -20.925 22.941
Br -37.166 -18.435 24.701
H -36.260 -18.488 22.287
C -32.462 -25.531 21.182
Br -30.692 -25.207 20.458
Br -33.060 -27.436 20.813
Br -33.786 -24.222 20.548
H -32.590 -25.323 22.244
C -35.210 -25.053 28.971
Br -35.868 -24.517 27.155
Br -35.865 -26.838 29.551
Br -35.772 -23.630 30.310
H -34.124 -25.138 28.918
```

Values from the calculation:
- Gap between HOMO and LUMO: 8.3 eV
- E_LUMO: -1.1835 eV

# 8
The following is a DFT calculation (the ωB97M-V functional and the def2-TZVPD basis) of an isolated molecule of C2H4O3S in a non-equilibrium geometry.

```
10
Properties=species:S:1:pos:R:3
C 0.984 -0.090 -0.610
C -0.421 -0.355 -0.145
O -0.925 -1.596 0.028
S -0.820 0.989 1.074
O -2.238 1.091 1.455
O -0.124 2.209 0.602
H 1.001 0.072 -1.608
H 1.597 -0.908 -0.223
H 1.236 0.907 -0.328
H -0.290 -2.318 -0.244
```

Values from the calculation:
- Energy relative to the best compared isomer or geometry (same formula, charge and spin): 256.28 kJ/mol
- SMILES: CC(O)=S(=O)=O
- Gap between HOMO and LUMO (spin up / spin down): 7.8 / 7.5 eV
- E_LUMO (spin up / spin down): -1.1309 / -1.3195 eV